Entry from the OMol25 dataset: a cluster of 3 separate species, C25H29F15NOS2 in total at a distorted geometry (the ωB97M-V functional and the def2-TZVPD basis).

Last columns: bonded neighbours and bond lengths (Å).
Geometry (Å):
1 C 5.7981 3.8875 0.9528  C2 1.601, H31 1.149, H32 1.150, H33 1.134
2 C 4.4406 4.1445 1.7616  C1 1.601, C3 1.632, H34 1.139, H35 1.154
3 C 3.6014 2.7790 2.0712  C2 1.632, C4 1.598, S5 1.880, H36 1.149
4 C 2.7648 3.0537 3.4050  C3 1.598, H37 1.151, H38 1.132, H39 1.148
5 S 2.5456 2.5323 0.5359  C3 1.880, C6 1.885, N26 1.755
6 C 1.0404 3.6644 0.6104  S5 1.885, C7 1.594, H40 1.148, H41 1.137
7 C -0.2673 2.9436 1.1695  C6 1.594, C8 1.618, H42 1.136, H43 1.133
8 C -1.6322 3.6072 0.6093  C7 1.618, F9 1.417, F10 1.432, C11 1.605
9 F -2.0864 2.7265 -0.4034  C8 1.417
10 F -1.3284 4.9084 0.0953  C8 1.432
11 C -2.7111 3.8341 1.7759  C8 1.605, F12 1.427, F13 1.401, C14 1.598
12 F -2.0712 4.7160 2.6976  C11 1.427
13 F -2.8425 2.6115 2.4480  C11 1.401
14 C -4.0789 4.5111 1.3011  C11 1.598, F15 1.428, F16 1.418, C17 1.593
15 F -3.9948 5.8639 1.7496  C14 1.428
16 F -4.1584 4.6467 -0.1086  C14 1.418
17 C -5.4114 3.9484 1.9679  C14 1.593, F18 1.415, F19 1.421, S20 1.864
18 F -5.2701 3.7537 3.3619  C17 1.415
19 F -6.3608 5.0014 1.8681  C17 1.421
20 S -6.2003 2.4660 1.1589  C17 1.864, F21 1.653, F22 1.653, F23 1.687, F24 1.687, F25 1.657
21 F -4.7955 1.9400 0.4647  S20 1.653
22 F -6.6968 3.3045 -0.1764  S20 1.653
23 F -7.6586 2.9095 1.8818  S20 1.687
24 F -5.9099 1.5670 2.5565  S20 1.687
25 F -6.9502 1.1253 0.5367  S20 1.657
26 N 1.9887 0.8705 0.4452  S5 1.755, C27 1.498, C28 1.481
27 C 1.9075 0.2362 1.7997  N26 1.498, H44 1.148, H45 1.134, H46 1.135
28 C 2.8545 0.1028 -0.4788  N26 1.481, C29 1.609, O30 1.244
29 C 2.7288 -1.5012 -0.5104  C28 1.609, H47 1.151, H48 1.134, H49 1.143
30 O 3.6519 0.6444 -1.2648  C28 1.244
31 H 5.6194 4.1733 -0.1459  C1 1.149
32 H 6.5690 4.6534 1.3280  C1 1.150
33 H 6.2075 2.8322 1.0251  C1 1.134
34 H 4.5585 4.7975 2.6874  C2 1.139
35 H 3.7550 4.7468 1.0549  C2 1.154
36 H 4.3977 1.9581 2.1797  C3 1.149
37 H 2.6531 2.0427 3.9431  C4 1.151
38 H 1.7464 3.5258 3.2563  C4 1.132
39 H 3.3874 3.6992 4.1224  C4 1.148
40 H 1.3445 4.4846 1.3533  C6 1.148
41 H 0.9402 4.0881 -0.4402  C6 1.137
42 H -0.2744 3.0660 2.2984  C7 1.136
43 H -0.3524 1.8379 0.9356  C7 1.133
44 H 1.4166 -0.8008 1.7605  C27 1.148
45 H 1.2258 0.8806 2.4369  C27 1.134
46 H 2.9476 0.0775 2.2266  C27 1.135
47 H 1.6118 -1.7565 -0.6186  C29 1.151
48 H 3.2915 -1.9490 -1.3868  C29 1.134
49 H 3.0474 -1.9757 0.4796  C29 1.143
50 F 2.0473 -4.2472 0.8350  C51 1.349
51 C 1.9262 -5.1544 -0.1555  F50 1.349, C52 1.386, C56 1.385
52 C 2.8116 -5.1211 -1.2209  C51 1.386, C53 1.391, H57 1.084
53 C 2.6893 -6.0598 -2.2396  C52 1.391, C54 1.392, H58 1.084
54 C 1.6771 -7.0133 -2.1861  C53 1.392, C55 1.391, H59 1.085
55 C 0.7911 -7.0337 -1.1137  C54 1.391, C56 1.391, H60 1.084
56 C 0.9192 -6.1025 -0.0889  C51 1.385, C55 1.391, H61 1.084
57 H 3.5887 -4.3661 -1.2493  C52 1.084
58 H 3.3812 -6.0478 -3.0742  C53 1.084
59 H 1.5796 -7.7421 -2.9832  C54 1.085
60 H 0.0005 -7.7749 -1.0756  C55 1.084
61 H 0.2435 -6.1091 0.7582  C56 1.084
62 F 0.1220 -5.5155 -4.1851  C63 1.342
63 C -1.1272 -5.0270 -4.1339  F62 1.342, C64 1.386, C68 1.385
64 C -1.3304 -3.6634 -4.2725  C63 1.386, C65 1.391, H69 1.084
65 C -2.6253 -3.1580 -4.2244  C64 1.391, C66 1.392, H70 1.084
66 C -3.7004 -4.0206 -4.0276  C65 1.392, C67 1.392, H71 1.085
67 C -3.4832 -5.3877 -3.8846  C66 1.392, C68 1.391, H72 1.084
68 C -2.1898 -5.8953 -3.9436  C63 1.385, C67 1.391, H73 1.084
69 H -0.4805 -3.0067 -4.4170  C64 1.084
70 H -2.7967 -2.0934 -4.3396  C65 1.084
71 H -4.7097 -3.6250 -3.9859  C66 1.085
72 H -4.3210 -6.0578 -3.7274  C67 1.084
73 H -2.0029 -6.9578 -3.8432  C68 1.084

Values from the calculation:
HOMO-LUMO gap = 7.69 eV
HOMO level = -0.3980 hartree
Net charge = +1

Charges per atom according to Mulliken partitioning, unit e: number 1, C, carries -1.067; number 2, C, carries -0.358; number 3, C, carries 0.025; number 4, C, carries -1.190; number 5, S, carries 0.000; number 6, C, carries -0.553; number 7, C, carries -0.991; number 8, C, carries 0.915; number 9, F, carries -0.272; number 10, F, carries -0.330; number 11, C, carries 0.551; number 12, F, carries -0.310; number 13, F, carries -0.312; number 14, C, carries 0.562; number 15, F, carries -0.281; number 16, F, carries -0.259; number 17, C, carries 0.669; number 18, F, carries -0.230; number 19, F, carries -0.253; number 20, S, carries 1.155; number 21, F, carries -0.268; number 22, F, carries -0.262; number 23, F, carries -0.300; number 24, F, carries -0.310; number 25, F, carries -0.271; number 26, N, carries 0.163; number 27, C, carries -1.077; number 28, C, carries 0.525; number 29, C, carries -0.963; number 30, O, carries -0.502; number 31, H, carries 0.262; number 32, H, carries 0.313; number 33, H, carries 0.308; number 34, H, carries 0.482; number 35, H, carries 0.156; number 36, H, carries 0.530; number 37, H, carries 0.287; number 38, H, carries 0.131; number 39, H, carries 0.485; number 40, H, carries 0.474; number 41, H, carries 0.581; number 42, H, carries 0.291; number 43, H, carries 0.370; number 44, H, carries 0.355; number 45, H, carries 0.295; number 46, H, carries 0.469; number 47, H, carries 0.360; number 48, H, carries 0.312; number 49, H, carries 0.322; number 50, F, carries -0.337; number 51, C, carries 0.363; number 52, C, carries -0.220; number 53, C, carries -0.428; number 54, C, carries -0.587; number 55, C, carries -0.391; number 56, C, carries -0.480; number 57, H, carries 0.450; number 58, H, carries 0.396; number 59, H, carries 0.411; number 60, H, carries 0.408; number 61, H, carries 0.414; number 62, F, carries -0.269; number 63, C, carries 0.322; number 64, C, carries -0.435; number 65, C, carries -0.370; number 66, C, carries -0.484; number 67, C, carries -0.394; number 68, C, carries -0.300; number 69, H, carries 0.420; number 70, H, carries 0.369; number 71, H, carries 0.368; number 72, H, carries 0.362; number 73, H, carries 0.425